C21H23Cl5N5OY | ωB97M-V/def2-TZVPD

Computed properties:
Multiplicity   1
Energy above the lowest of the compared OMol25 structures with the same formula, charge and spin   16.2 kcal/mol
Total charge   +2

Each line ends with the Löwdin charge.
Element x y z (Å)
1 Y -0.928 -0.279 0.278  1.411
2 Cl -0.304 5.262 -0.679  0.741
3 Cl 1.939 6.071 1.373  0.742
4 Cl 1.238 1.327 3.891  0.776
5 Cl 2.711 4.068 3.639  0.748
6 Cl -1.701 2.453 -0.412  0.789
7 O -0.847 0.931 1.843  -0.305
8 N -0.669 0.067 -2.017  -0.061
9 N -1.224 -2.696 0.008  -0.136
10 N 1.286 -0.022 -0.313  0.042
11 N -3.119 -0.566 -0.701  -0.153
12 N 0.577 -1.563 1.574  -0.034
13 C 1.775 -1.165 1.710  -0.257
14 C -1.800 -0.272 -2.891  -0.158
15 C -0.212 2.105 1.779  -0.459
16 C -0.935 -3.473 1.258  -0.131
17 C 3.495 1.538 -0.393  0.028
18 C 0.700 0.895 -3.886  0.021
19 C 0.121 4.229 0.620  -0.700
20 C -3.147 -0.183 -2.148  -0.163
21 C 2.784 -1.753 2.645  0.009
22 C -3.571 -1.952 -0.377  -0.170
23 C -0.052 -2.678 2.270  -0.132
24 C -2.514 -3.006 -0.670  -0.170
25 C 1.497 0.733 -1.392  -0.181
26 C -0.510 3.002 0.757  -0.551
27 C 2.157 -0.099 0.697  -0.178
28 C 0.429 0.548 -2.455  -0.238
29 C 0.792 2.466 2.669  -0.599
30 C 3.292 0.690 0.691  0.043
31 C 1.114 4.581 1.530  -0.707
32 C 1.451 3.687 2.550  -0.695
33 C 2.613 1.543 -1.472  0.045
34 H 3.730 -1.219 2.621  0.083
35 H 2.980 -2.793 2.372  0.110
36 H -1.878 -3.737 1.731  0.125
37 H 1.745 1.133 -4.063  0.088
38 H -0.434 -4.403 1.001  0.128
39 H 0.097 1.756 -4.190  0.116
40 H -0.682 -2.265 3.062  0.137
41 H 2.406 -1.743 3.668  0.101
42 H 0.425 0.062 -4.535  0.105
43 H -3.871 -0.795 -2.685  0.132
44 H -2.338 -3.060 -1.745  0.122
45 H 4.003 0.662 1.507  0.131
46 H 4.367 2.181 -0.413  0.136
47 H -4.478 -2.208 -0.926  0.134
48 H -1.853 0.378 -3.764  0.126
49 H -3.776 0.055 -0.238  0.121
50 H 0.661 -3.351 2.742  0.122
51 H -0.479 -2.923 -0.643  0.124
52 H 2.800 2.170 -2.335  0.132
53 H -2.903 -3.978 -0.367  0.134
54 H -1.636 -1.285 -3.267  0.129
55 H -3.819 -1.970 0.687  0.132
56 H -3.502 0.843 -2.198  0.114

C21H23ClN4O3S | ωB97M-V/def2-TZVPD

Computed properties:
Multiplicity   1
SMILES   CCCn1c(NC(=O)c2ccc(Cl)c(S(=O)(=O)N3CCCC3)c2)nc2ccccc21
Energy above the lowest of the compared OMol25 structures with the same formula, charge and spin   7.1 kcal/mol
Total charge   0

Each line ends with the Löwdin charge.
Element x y z (Å)
1 Cl 2.995 2.116 1.286  0.782
2 S 3.191 0.067 -1.072  0.652
3 O 3.010 -1.030 -1.981  -0.290
4 O 3.275 1.386 -1.620  -0.303
5 O -0.843 -3.352 0.945  0.109
6 N -4.273 -0.362 0.184  0.027
7 N -2.431 -1.806 0.644  0.201
8 N 4.494 -0.179 -0.050  -0.257
9 N -2.206 0.512 0.151  0.190
10 C 6.647 -0.455 -0.970  -0.160
11 C -5.520 1.755 -0.426  -0.025
12 C 1.855 -0.008 0.129  -0.262
13 C -6.632 -3.111 -0.973  -0.106
14 C -4.000 3.621 -0.714  -0.098
15 C -4.414 0.971 -0.145  -0.159
16 C -2.893 2.846 -0.437  -0.012
17 C -5.523 -2.072 -1.074  -0.231
18 C -3.105 1.504 -0.151  -0.209
19 C 5.707 0.570 -0.341  -0.209
20 C -1.126 -2.180 0.843  -0.415
21 C 0.776 0.829 2.107  -0.072
22 C -5.289 3.087 -0.709  -0.100
23 C 4.845 -1.579 0.162  -0.186
24 C 1.797 0.906 1.166  -0.629
25 C 0.904 -1.004 0.023  0.019
26 C -0.130 -1.076 0.945  -0.150
27 C -2.921 -0.559 0.331  -0.301
28 C -5.327 -1.338 0.257  -0.150
29 C -0.182 -0.159 1.991  -0.023
30 C 6.348 -1.701 -0.136  -0.158
31 H 6.917 -1.671 0.794  0.109
32 H -6.521 1.350 -0.429  0.104
33 H 4.248 -2.190 -0.519  0.107
34 H 7.691 -0.153 -0.922  0.110
35 H 6.114 0.950 0.603  0.122
36 H -0.975 -0.219 2.721  0.126
37 H 0.983 -1.704 -0.793  0.129
38 H -4.588 -2.556 -1.367  0.109
39 H 6.365 -0.619 -2.010  0.118
40 H -3.084 -2.580 0.596  0.146
41 H -7.574 -2.640 -0.702  0.074
42 H -6.763 -3.616 -1.926  0.073
43 H 6.582 -2.625 -0.660  0.109
44 H -3.871 4.669 -0.943  0.099
45 H 0.742 1.542 2.914  0.109
46 H -5.109 -2.052 1.058  0.128
47 H -6.248 -0.813 0.526  0.128
48 H 4.604 -1.861 1.191  0.120
49 H -1.894 3.249 -0.443  0.111
50 H -6.393 -3.858 -0.220  0.074
51 H 5.459 1.407 -0.991  0.108
52 H -6.126 3.731 -0.934  0.098
53 H -5.768 -1.340 -1.846  0.115

C21H23ClN4O4S2 | ωB97M-V/def2-TZVPD

Computed properties:
Multiplicity   1
SMILES   CCN(CC)C(=O)CSc1nnc(-c2ccc(S(=O)(=O)NCc3ccccc3Cl)cc2)o1
Energy above the lowest of the compared OMol25 structures with the same formula, charge and spin   5.8 kcal/mol
Total charge   0

Each line ends with the Löwdin charge.
Element x y z (Å)
1 Cl -1.854 6.253 -1.891  0.722
2 S -2.891 2.222 -0.345  0.660
3 S 3.658 -3.596 3.220  1.045
4 O 1.851 -1.995 2.088  0.101
5 O -3.201 2.201 -1.747  -0.278
6 O -3.953 2.042 0.598  -0.279
7 O 2.669 -5.720 1.608  0.026
8 N -2.084 3.645 0.065  -0.120
9 N 3.273 -2.856 0.648  0.053
10 N 4.386 -6.008 0.180  -0.075
11 N 2.416 -2.082 -0.032  0.121
12 C 5.738 -5.719 -0.251  -0.203
13 C 4.724 -4.665 2.207  -0.346
14 C 3.822 -5.504 1.294  -0.554
15 C -5.271 4.699 -0.551  -0.038
16 C -3.941 5.092 -0.612  -0.258
17 C -5.697 5.656 -2.708  -0.076
18 C -1.361 0.663 1.296  -0.040
19 C 1.578 -1.575 0.820  -0.279
20 C -4.375 6.053 -2.794  -0.102
21 C -0.323 -0.206 1.579  0.009
22 C 0.485 -0.674 0.541  -0.135
23 C 2.913 -2.794 1.900  -0.659
24 C 5.855 -4.401 -1.024  -0.070
25 C -6.144 4.977 -1.587  -0.066
26 C -3.512 5.764 -1.752  -0.598
27 C 2.807 -5.858 -1.728  -0.060
28 C -0.793 0.589 -1.049  -0.039
29 C 3.517 -6.753 -0.717  -0.192
30 C -2.976 4.719 0.482  -0.217
31 C 0.247 -0.279 -0.777  0.005
32 C -1.582 1.051 -0.012  -0.272
33 H 6.391 -5.703 0.625  0.110
34 H 4.116 -7.512 -1.226  0.117
35 H -6.373 5.872 -3.521  0.105
36 H -4.010 6.575 -3.665  0.104
37 H -7.173 4.658 -1.522  0.106
38 H -1.018 0.910 -2.054  0.115
39 H -1.510 3.931 -0.718  0.069
40 H 2.060 -6.435 -2.266  0.074
41 H -2.012 1.040 2.067  0.118
42 H 5.548 -4.531 -2.057  0.063
43 H 0.883 -0.662 -1.558  0.117
44 H 3.505 -5.438 -2.446  0.060
45 H 6.885 -4.055 -1.017  0.073
46 H -2.360 5.572 0.779  0.116
47 H 6.066 -6.549 -0.882  0.119
48 H 5.216 -3.642 -0.579  0.048
49 H 2.769 -7.249 -0.094  0.117
50 H 5.412 -4.022 1.666  0.068
51 H 2.311 -5.042 -1.209  0.069
52 H 5.262 -5.307 2.905  0.095
53 H -3.522 4.341 1.347  0.116
54 H -5.611 4.151 0.314  0.114
55 H -0.132 -0.527 2.591  0.122

C21H23CrN4O | ωB97M-V/def2-TZVPD

Computed properties:
Multiplicity   5
Energy above the lowest of the compared OMol25 structures with the same formula, charge and spin   0.0 kcal/mol
Total charge   +1

Each line ends with the Mulliken spin population.
Element x y z (Å)
1 Cr 2.691 0.976 2.656  4.212
2 O 2.337 0.628 0.732  -0.134
3 N 4.637 -4.411 -1.344  0.000
4 N -2.116 3.493 -0.404  0.000
5 N -3.961 -1.832 -2.082  0.000
6 N 0.503 0.607 2.836  -0.079
7 C 2.558 -4.575 -2.534  0.000
8 C -1.370 4.108 -1.312  0.000
9 C -0.050 4.491 -1.091  0.001
10 C -1.692 -1.769 -1.322  0.000
11 C 3.762 -5.104 -2.061  0.000
12 C -1.422 0.814 4.292  0.000
13 C -0.360 3.809 1.195  0.012
14 C -1.828 -0.412 -1.094  -0.001
15 C 0.438 4.367 0.197  -0.009
16 C -2.831 -2.440 -1.748  0.000
17 C 3.117 -2.531 -1.432  -0.004
18 C -4.108 -0.548 -1.769  0.000
19 C -1.610 3.349 0.818  -0.001
20 C -2.001 -0.246 3.591  0.003
21 C -0.157 1.150 3.877  -0.012
22 C 4.227 -3.210 -0.953  0.000
23 C 1.957 1.307 -0.424  0.020
24 C -3.067 0.202 -1.235  0.000
25 C -1.353 -0.853 2.538  0.001
26 C 2.242 -3.267 -2.225  0.000
27 C -0.092 -0.393 2.180  0.005
28 H 1.473 4.510 0.488  0.000
29 H 0.868 1.387 -0.512  -0.005
30 H -2.060 1.319 5.000  0.000
31 H 3.975 -6.138 -2.306  0.000
32 H -0.775 -2.257 -1.014  0.000
33 H -5.020 -0.005 -1.989  0.000
34 H 1.852 -5.236 -3.018  0.000
35 H 1.381 -2.840 -2.729  0.000
36 H -1.828 -1.645 1.979  0.000
37 H 0.408 -0.756 1.291  0.019
38 H 0.606 4.900 -1.846  0.000
39 H -2.844 -3.515 -1.896  0.000
40 H -1.060 0.211 -0.646  0.001
41 H 0.195 2.115 4.237  -0.012
42 H 2.293 0.793 -1.334  -0.013
43 H -2.295 2.921 1.546  0.000
44 H 2.420 2.297 -0.483  -0.011
45 H 3.010 -1.477 -1.222  0.001
46 H 4.814 -2.656 -0.224  0.000
47 H -3.001 -0.586 3.834  0.000
48 H -1.751 4.170 -2.326  0.000
49 H 0.088 3.570 2.150  0.006
50 H -3.199 1.208 -0.859  0.000